[1]
The following is a quantum chemistry calculation of one molecule with the formula C4H6N2, from the Open Molecules 2025 dataset.

Geometry (Å):
N  2.13  1.10  -1.29
C  1.43  0.42  -0.67
C  0.96  -0.76  0.06
N  -0.27  -0.59  0.81
C  -1.26  -0.26  -0.21
C  -0.87  0.74  0.81
H  0.95  -1.49  -0.77
H  1.81  -1.04  0.67
H  -2.24  -0.70  0.01
H  -0.78  -0.04  -1.44
H  -0.33  1.59  0.40
H  -1.54  1.03  1.62

Results
Gap between HOMO and LUMO   11.1 eV
Total energy   -7222.3702 eV
Relative energy (zero: lowest compared OMol25 entry of this formula, charge and spin)   310.75 kJ/mol

---

[2]
The following is a quantum chemistry calculation of a 3-piece molecular cluster, C39H79N4O2 overall, from the Open Molecules 2025 dataset.

Geometry (Å):
C  5.97  -4.13  -1.58
C  4.93  -5.18  -1.26
C  3.56  -4.63  -0.87
C  2.93  -3.63  -1.85
C  3.01  -4.05  -3.31
C  1.92  -3.47  -4.21
C  2.28  -2.20  -4.99
C  1.18  -1.86  -6.01
C  0.16  -0.75  -5.62
C  -0.21  -0.73  -4.18
C  0.32  0.30  -3.33
N  1.10  1.34  -3.80
C  0.42  2.64  -4.02
C  -1.04  2.56  -4.47
C  -2.03  2.71  -3.30
C  -3.37  2.02  -3.55
C  -0.03  0.22  -2.00
C  0.40  1.19  -0.94
C  1.45  0.55  0.01
C  2.85  1.16  -0.16
C  3.25  1.31  -1.63
C  4.75  1.27  -1.90
O  4.92  0.63  -3.16
C  6.17  0.93  -3.74
C  6.28  0.21  -5.07
C  -0.85  -0.84  -1.61
N  -1.37  -1.75  -2.39
N  -1.03  -1.65  -3.68
C  -1.64  -2.66  -4.53
C  -2.85  -2.10  -5.31
C  -2.88  -2.59  -6.74
N  -2.83  -1.56  -7.74
O  -2.96  -3.78  -7.01
H  6.87  -4.58  -2.01
H  5.60  -3.44  -2.32
H  6.29  -3.60  -0.69
H  5.29  -5.74  -0.40
H  4.86  -5.91  -2.06
H  3.68  -4.12  0.08
H  2.90  -5.47  -0.68
H  3.35  -2.64  -1.67
H  1.87  -3.56  -1.60
H  2.88  -5.13  -3.33
H  3.99  -3.87  -3.74
H  1.74  -4.23  -4.98
H  0.99  -3.35  -3.66
H  2.57  -1.38  -4.34
H  3.17  -2.44  -5.56
H  1.67  -1.48  -6.90
H  0.67  -2.76  -6.31
H  -0.70  -0.79  -6.27
H  0.63  0.20  -5.83
H  1.70  1.08  -4.56
H  0.98  3.17  -4.78
H  0.49  3.26  -3.13
H  -1.21  3.41  -5.12
H  -1.25  1.68  -5.07
H  -2.24  3.77  -3.19
H  -1.60  2.40  -2.35
H  -3.26  0.94  -3.43
H  -4.08  2.35  -2.80
H  -3.76  2.27  -4.53
H  0.75  2.11  -1.38
H  -0.48  1.41  -0.35
H  1.17  0.69  1.05
H  1.52  -0.52  -0.16
H  2.83  2.15  0.29
H  3.57  0.50  0.31
H  2.83  2.21  -2.08
H  2.84  0.47  -2.18
H  5.27  0.73  -1.12
H  5.12  2.29  -2.00
H  6.27  2.00  -3.92
H  6.98  0.58  -3.10
H  5.67  -0.68  -5.08
H  7.30  -0.10  -5.27
H  5.96  0.83  -5.90
H  -1.11  -0.92  -0.57
H  -2.02  -3.44  -3.88
H  -0.92  -3.15  -5.17
H  -2.79  -1.02  -5.29
H  -3.77  -2.37  -4.80
H  -3.59  -1.68  -8.39
H  -1.94  -1.59  -8.23
C  -1.48  0.37  6.42
C  -0.09  0.69  5.89
C  0.27  2.18  5.99
C  -0.64  3.11  5.18
C  -0.71  2.80  3.68
C  0.64  2.93  2.97
H  -2.26  0.87  5.85
H  -1.67  -0.70  6.37
H  -1.58  0.68  7.47
H  0.00  0.34  4.86
H  0.65  0.13  6.47
H  1.30  2.32  5.67
H  0.23  2.49  7.03
H  -0.29  4.13  5.31
H  -1.65  3.08  5.59
H  -1.42  3.49  3.22
H  -1.11  1.79  3.52
H  1.04  3.94  3.09
H  0.53  2.74  1.90
H  1.37  2.22  3.36
C  -7.35  0.09  10.32
C  -6.65  0.17  8.96
C  -5.14  0.37  9.06
C  -4.70  1.67  9.74
C  -5.23  2.95  9.09
C  -4.75  3.15  7.66
H  -7.24  1.02  10.88
H  -8.41  -0.09  10.19
H  -6.94  -0.72  10.92
H  -7.10  0.97  8.36
H  -6.84  -0.76  8.42
H  -4.71  0.32  8.06
H  -4.71  -0.46  9.62
H  -3.61  1.71  9.75
H  -5.01  1.66  10.79
H  -4.89  3.80  9.69
H  -6.32  2.97  9.12
H  -3.66  3.17  7.61
H  -5.12  4.09  7.26
H  -5.11  2.35  7.00

Results
Gap between HOMO and LUMO   8.3 eV
Net charge   +1
Total energy   -51773.6224 eV

---

[3]
The following is a quantum chemistry calculation of a 3-piece molecular cluster, C4H14N2O overall, from the Open Molecules 2025 dataset.

Geometry (Å):
C  2.82  -0.06  -0.05
C  1.49  -0.18  0.64
C  0.31  0.80  0.44
N  -0.96  0.11  0.94
C  -2.07  0.82  0.38
N  -2.30  0.62  -1.07
H  3.03  1.00  -0.17
H  2.78  -0.51  -1.06
H  3.55  -0.63  0.49
H  1.12  -1.17  0.35
H  1.77  -0.19  1.70
H  0.08  1.28  -0.53
H  0.47  1.63  1.14
H  -0.93  -0.85  0.58
H  -2.97  0.64  1.01
H  -1.99  1.90  0.55
H  -1.85  -0.24  -1.38
H  -3.31  0.44  -1.14
H  -0.68  -2.95  -0.80
H  0.11  -0.46  -1.32
O  -0.49  -2.00  -0.72

Results
Gap between HOMO and LUMO   6.2 eV
Total energy   -9396.5294 eV
Relative energy (zero: lowest compared OMol25 entry of this formula, charge and spin)   682.88 kJ/mol

---

[4]
The following is a quantum chemistry calculation of one molecule with the formula CH3N3O, from the Open Molecules 2025 dataset.

Geometry (Å):
C  -0.41  0.09  0.43
N  0.56  0.89  -0.35
N  0.32  2.18  -0.01
N  -0.74  2.35  0.56
O  -1.30  1.12  0.91
H  -1.02  -0.78  -0.19
H  0.11  -0.18  1.37
H  1.49  0.52  -0.32

Results
Gap between HOMO and LUMO   10.1 eV
Total energy   -7599.9599 eV
Relative energy (zero: lowest compared OMol25 entry of this formula, charge and spin)   351.44 kJ/mol

---

[5]
The following is a quantum chemistry calculation of an isolated ion of composition C4H10N2 and charge -1, from the Open Molecules 2025 dataset.

Geometry (Å):
C  0.94  0.59  -2.04
C  -0.15  0.16  -1.07
C  0.31  0.15  0.41
C  -0.79  -0.54  1.31
N  -1.18  -1.82  0.82
N  0.68  1.49  0.72
H  1.71  -0.20  -2.06
H  0.62  0.76  -3.07
H  1.44  1.46  -1.62
H  -0.95  0.92  -1.08
H  -0.57  -0.81  -1.32
H  -1.66  0.14  1.27
H  -0.86  -2.51  1.50
H  -0.45  -0.49  2.36
H  0.88  1.62  1.72
H  1.14  -0.57  0.46

Results
⟨S²⟩   0.76
Gap between HOMO and LUMO (alpha / beta)   6.7 / 5.2 eV
Net charge   -1
Spin multiplicity   2
Total energy   -7287.5340 eV
Relative energy (zero: lowest compared OMol25 entry of this formula, charge and spin)   89.38 kJ/mol

---

[6]
The following is a quantum chemistry calculation of a 2-piece molecular cluster, C4H14N2 overall, from the Open Molecules 2025 dataset.

Geometry (Å):
C  -1.73  1.25  -0.60
C  -2.73  0.15  -0.41
C  -2.91  -0.33  1.07
H  -1.95  2.11  0.04
H  -0.72  0.90  -0.45
H  -1.77  1.66  -1.62
H  -3.73  0.43  -0.77
H  -2.49  -0.72  -1.04
H  -3.03  -1.42  1.04
H  -3.91  -0.02  1.38
H  -2.10  0.02  1.68
N  3.59  -0.06  0.29
C  2.13  0.05  0.12
N  1.57  -1.06  -0.63
H  3.71  -0.42  1.24
H  3.98  0.87  0.40
H  1.85  0.98  -0.39
H  1.59  0.03  1.07
H  1.52  -1.89  -0.04
H  2.06  -1.23  -1.49

Results
⟨S²⟩   0.75
Gap between HOMO and LUMO (alpha / beta)   2.6 / 9.3 eV
Net charge   -1
Spin multiplicity   2
Total energy   -7353.4979 eV
Relative energy (zero: lowest compared OMol25 entry of this formula, charge and spin)   0.00 kJ/mol

---

[7]
The following is a quantum chemistry calculation of C14H27ClIN2P2Rh as an isolated structure, from the Open Molecules 2025 dataset.

Geometry (Å):
C  -3.83  1.86  -0.88
I  -5.28  0.74  -0.11
H  -4.68  2.46  -1.39
H  -3.19  1.50  -1.73
H  -3.23  2.64  -0.32
Rh  0.80  -0.58  -1.13
P  -0.91  -1.12  -2.20
C  0.59  -1.72  -3.06
C  -2.14  -2.47  -2.06
H  -2.17  -3.05  -2.99
H  -2.02  -0.39  -4.24
H  -3.14  -2.07  -1.86
H  -2.88  0.15  -2.80
H  1.11  -2.57  -2.63
H  -1.88  -3.14  -1.23
C  -1.89  0.03  -3.24
H  0.07  -2.05  -3.96
H  -1.37  0.98  -3.29
H  1.30  -0.93  -3.36
P  -1.39  1.04  2.21
C  -0.03  1.38  3.39
C  -2.09  2.73  2.03
H  -3.70  0.56  2.68
H  -2.80  0.99  4.17
H  -2.63  -0.64  3.43
C  -2.78  0.42  3.23
H  -3.00  2.64  1.46
H  -2.31  3.19  2.99
H  -0.37  1.34  4.43
H  0.42  2.36  3.20
H  -1.36  3.33  1.49
H  0.76  0.63  3.24
Cl  -2.14  -0.33  0.13
N  3.96  1.36  0.28
C  2.64  1.50  0.02
N  2.06  0.29  0.07
C  3.00  -0.63  0.49
C  2.81  -2.02  0.43
C  3.97  -2.79  0.36
C  5.21  -2.18  0.37
C  5.36  -0.77  0.40
C  4.23  0.01  0.55
H  4.65  2.14  0.23
H  2.14  2.45  -0.13
H  1.74  -2.36  0.34
H  3.90  -3.90  0.26
H  6.13  -2.79  0.37
H  6.34  -0.26  0.35

Results
⟨S²⟩   6.01
Gap between HOMO and LUMO (alpha / beta)   7.8 / 5.0 eV
Net charge   +2
Spin multiplicity   5
Total energy   -60125.3319 eV
Relative energy (zero: lowest compared OMol25 entry of this formula, charge and spin)   0.00 kJ/mol

---

[8]
The following is a quantum chemistry calculation of C7H17N3O3 as an isolated structure, from the Open Molecules 2025 dataset.

Geometry (Å):
C  -0.96  -1.40  0.82
C  1.47  0.93  -0.99
C  -0.76  2.26  1.08
C  3.06  -1.04  0.76
C  -2.99  0.17  -1.04
C  -0.91  -0.07  0.27
C  0.95  -0.36  -0.41
N  -1.17  0.88  1.23
N  1.66  -1.13  0.55
N  -1.54  0.08  -0.99
O  -1.03  -2.34  -0.17
O  -0.87  -1.58  2.02
O  0.85  -1.19  -1.55
H  0.76  1.29  -1.77
H  1.91  1.52  -0.13
H  2.32  0.76  -1.71
H  -1.63  2.94  1.32
H  0.14  2.55  1.61
H  -0.69  2.46  -0.07
H  3.37  -1.94  1.37
H  3.65  -1.08  -0.21
H  3.35  -0.16  1.41
H  -3.40  -0.03  -2.07
H  -3.29  -0.70  -0.36
H  -3.40  1.23  -0.70
H  -0.83  0.39  2.08
H  1.16  -1.32  1.37
H  -0.93  -1.96  -1.05
H  -1.17  0.90  -1.46
H  0.90  -2.06  -1.22

Results
Gap between HOMO and LUMO   9.0 eV
Total energy   -18144.9447 eV
Relative energy (zero: lowest compared OMol25 entry of this formula, charge and spin)   0.00 kJ/mol